Entry 1:
Below is a cluster of 4 separate species, C5H10N2O in total at a distorted geometry, with properties calculated with the ωB97M-V functional and the def2-TZVPD basis.

```
! wB97M-V def2-TZVPD RIJCOSX def2/J DEFGRID3
* xyz 2 1
C 0.396 -0.711 -0.488
C 1.602 -0.202 -0.943
C 0.293 -1.098 1.038
C 2.162 -0.441 -2.248
C -2.467 2.384 1.174
N -0.315 -0.078 0.691
N 0.694 -2.037 1.823
O -1.760 1.852 0.473
H -0.227 -1.298 -1.159
H 2.164 0.437 -0.266
H 1.605 -1.155 -2.850
H 3.217 -0.728 -2.164
H 2.232 0.514 -2.788
H -4.759 2.168 0.523
H -3.929 2.256 0.825
H -2.582 2.994 2.069
H 1.328 -2.764 1.515
H 0.344 -2.094 2.777
*
```

## Properties
Relative energy (zero: lowest compared OMol25 entry of this formula, charge and spin) in kJ/mol: 530.48
E_LUMO in Ha: -0.372
HOMO-LUMO gap in eV: 7.990
HOMO in eV: -18.104

***

Entry 2:
Below is a structure of composition C5H10N2O2, with properties calculated with the ωB97M-V functional and the def2-TZVPD basis.

```
! wB97M-V def2-TZVPD RIJCOSX def2/J DEFGRID3
* xyz 0 1
C 0.295 -0.343 -1.480
C -0.797 0.482 -1.113
C 1.663 0.462 0.634
C -0.852 1.035 1.046
C 0.417 -0.330 0.266
N -1.662 0.259 1.777
N 0.099 -1.651 -1.991
O -0.696 2.229 1.103
O 0.077 -1.423 0.754
H 1.158 0.159 -1.901
H -2.126 0.660 2.578
H -1.431 -0.732 1.770
H 0.977 -2.158 -1.997
H -0.524 -2.172 -1.379
H -1.787 0.050 -1.034
H -0.727 1.554 -1.220
H 1.734 0.544 1.718
H 1.648 1.462 0.205
H 2.533 -0.087 0.265
*
```

## Properties
Relative energy (zero: lowest compared OMol25 entry of this formula, charge and spin) in kJ/mol: 388.88
E_LUMO in Ha: 0.011
HOMO-LUMO gap in eV: 8.125
HOMO in eV: -7.828

***

Entry 3:
Below is an isolated molecule of C5H10N2O2 at a distorted geometry, with properties calculated with the ωB97M-V functional and the def2-TZVPD basis.

```
! wB97M-V def2-TZVPD RIJCOSX def2/J DEFGRID3
* xyz 0 1
O -3.335 -0.564 -0.575
N -2.483 0.312 -0.684
N -1.469 0.201 0.103
C -0.869 -1.096 0.606
C 0.553 -1.337 -0.062
C 1.399 -0.163 0.013
O 2.647 -0.315 -0.577
C 0.748 1.189 -0.253
C -0.640 1.382 0.361
H -1.662 -1.733 0.262
H -0.865 -0.943 1.660
H 0.533 -1.631 -1.199
H 1.042 -2.202 0.370
H 1.705 -0.023 1.084
H 2.434 -0.165 -1.489
H 1.332 1.913 0.417
H 0.833 1.474 -1.411
H -0.759 1.474 1.504
H -1.143 2.223 -0.131
*
```

## Properties
Relative energy (zero: lowest compared OMol25 entry of this formula, charge and spin) in kJ/mol: 448.20
E_LUMO in Ha: 0.028
HOMO-LUMO gap in eV: 9.798
HOMO in eV: -9.029

***

Entry 4:
Below is a cluster of 2 separate species, C5H10N2O2 in total at a distorted geometry, with properties calculated with the ωB97M-V functional and the def2-TZVPD basis.

```
! wB97M-V def2-TZVPD RIJCOSX def2/J DEFGRID3
* xyz 0 1
C 0.190 0.889 1.249
C -0.578 0.984 -1.107
C -1.043 0.250 1.883
N 0.359 0.473 -0.134
C 1.512 -0.259 -0.488
C 0.184 -2.094 -0.341
O 1.721 -0.232 -1.850
N -0.606 -2.580 -1.056
O 2.460 -0.389 0.271
H 2.612 -0.581 -1.991
H -1.484 -2.662 -1.537
H 1.090 0.579 1.780
H 0.120 1.982 1.287
H -1.546 0.490 -0.995
H -0.703 2.059 -0.965
H -0.253 0.823 -2.132
H -1.088 0.505 2.939
H -1.957 0.595 1.404
H -0.989 -0.833 1.784
*
```

## Properties
Relative energy (zero: lowest compared OMol25 entry of this formula, charge and spin) in kJ/mol: 262.52
E_LUMO in Ha: 0.030
HOMO-LUMO gap in eV: 9.664
HOMO in eV: -8.855

***

Entry 5:
Below is a cluster of 2 separate species, C5H10N2O2 in total at a distorted geometry, with properties calculated with the ωB97M-V functional and the def2-TZVPD basis.

```
! wB97M-V def2-TZVPD RIJCOSX def2/J DEFGRID3
* xyz 0 1
C -1.350 -2.082 -0.166
C -1.271 -0.857 -0.644
O -1.974 -0.180 -1.567
N -0.566 0.205 -1.315
C 0.365 -0.124 -2.363
H -0.590 -2.468 0.487
H -2.167 -2.723 -0.445
H 0.106 -1.039 -2.905
H 1.323 -0.278 -1.863
H 0.456 0.734 -3.030
C 0.230 1.947 1.160
C 1.087 0.707 1.198
N 0.761 -0.167 2.228
O 1.885 0.369 0.356
H 0.089 2.224 0.118
H 0.710 2.731 1.744
H -0.756 1.768 1.583
H 1.396 -0.935 2.385
H 0.265 0.168 3.039
*
```

## Properties
Relative energy (zero: lowest compared OMol25 entry of this formula, charge and spin) in kJ/mol: 432.09
E_LUMO in Ha: 0.032
HOMO-LUMO gap in eV: 10.211
HOMO in eV: -9.347

***

Entry 6:
Below is an isolated molecule of C5H10N2O2 at a distorted geometry, with properties calculated with the ωB97M-V functional and the def2-TZVPD basis.

```
! wB97M-V def2-TZVPD RIJCOSX def2/J DEFGRID3
* xyz 0 1
O 2.997 1.699 -0.385
N 2.380 1.125 0.520
N 1.095 0.856 0.318
C 0.431 1.107 -0.944
C -0.284 -0.162 -1.339
C -1.310 -0.731 -0.236
O -1.856 -1.985 -0.563
C -0.579 -0.802 1.171
C 0.267 0.436 1.428
H 1.235 1.415 -1.557
H -0.273 1.893 -0.876
H 0.446 -0.936 -1.601
H -0.815 0.021 -2.290
H -2.152 -0.063 -0.158
H -1.198 -2.740 -0.641
H -1.314 -1.008 1.932
H 0.108 -1.684 1.151
H -0.196 1.428 1.846
H 1.020 0.131 2.226
*
```

## Properties
Relative energy (zero: lowest compared OMol25 entry of this formula, charge and spin) in kJ/mol: 362.04
E_LUMO in Ha: 0.027
HOMO-LUMO gap in eV: 9.950
HOMO in eV: -9.204

***

Entry 7:
Below is an isolated molecule of C5H10N2O2S at a distorted geometry, with properties calculated with the ωB97M-V functional and the def2-TZVPD basis.

```
! wB97M-V def2-TZVPD RIJCOSX def2/J DEFGRID3
* xyz 0 1
C -0.910 1.125 1.068
C -1.813 0.655 1.912
C 0.199 -0.389 -0.400
C -0.918 -1.410 -0.311
C 1.080 -0.197 -1.530
N 0.224 0.557 0.518
N 1.376 1.305 0.904
O -0.165 3.458 0.208
O -1.315 1.883 -1.209
S -1.367 2.644 -0.002
H -2.714 1.307 2.078
H -1.852 -0.371 2.289
H -1.811 -0.804 0.070
H -0.517 -2.321 0.303
H -1.278 -1.939 -1.200
H 2.082 -0.338 -1.474
H 0.949 0.877 -1.932
H 0.743 -0.829 -2.398
H 0.908 2.292 0.802
H 2.165 1.042 0.391
*
```

## Properties
Relative energy (zero: lowest compared OMol25 entry of this formula, charge and spin) in kJ/mol: 348.00
E_LUMO (spin up / spin down) in Ha: -0.010 / -0.010
HOMO-LUMO gap (spin up / spin down) in eV: 7.907 / 7.906
HOMO (spin up / spin down) in eV: -8.169 / -8.169

***

Number 1: total energy -380.39599 Ha. Number 2: total energy -456.40608 Ha. Number 3: total energy -456.38349 Ha. Number 4: total energy -456.45421 Ha. Number 5: total energy -456.38962 Ha. Number 6: total energy -456.41631 Ha. Number 7: total energy -854.53434 Ha.